Density functional theory data (the ωB97M-V functional and the def2-TZVPD basis) for a cluster of 3 separate species, C3H10O3 in total at a distorted geometry.

Properties
Net charge: 0
Relative energy (zero: lowest compared OMol25 entry of this formula, charge and spin) in eV: 0.935
HOMO-LUMO gap in eV: 10.22
F_max in hartree/bohr: 0.03756

```
16
Properties=species:S:1:pos:R:3:forces:R:3
O 1.65346 -0.52427 0.05759 0.0 -0.9 0.2
O 2.29812 0.92788 2.75277 -0.4 -0.2 0.0
O -3.09372 4.75742 -3.64710 -0.1 -0.1 0.1
C 0.08948 -1.78434 1.38652 -0.2 -0.2 0.1
C 0.59900 -1.44181 0.05775 -0.9 1.5 -0.8
C -0.07018 -1.64228 -1.06788 0.6 -0.6 -0.1
H 1.91756 0.70131 3.60511 0.1 0.1 0.2
H 0.27438 -1.13612 -1.95784 -0.2 -0.2 -0.2
H 2.28484 -0.97116 -0.51558 0.4 0.6 0.0
H -3.17965 4.53108 -2.71518 0.0 0.1 0.0
H -0.83241 -2.40466 -1.09802 -0.2 0.2 -0.2
H -3.48702 4.00732 -4.10409 0.0 0.0 -0.1
H 1.66354 0.53184 2.13862 0.4 0.1 -0.3
H -0.62860 -2.60013 1.31105 0.0 0.1 0.2
H 0.91030 -2.06197 2.01091 0.4 -0.2 0.7
H -0.39910 -0.89012 1.78538 0.0 -0.2 0.2
```
Positions in Å, forces in eV/Å.

Atomic partial charges in e from the natural (NBO) method, atoms 1 to 5: number 1, O, carries -0.72; number 2, O, carries -0.93; number 3, O, carries -0.93; number 4, C, carries -0.67; number 5, C, carries 0.30